Entry 1:
# C27H81O36P9

A cluster of 9 separate species, C27H81O36P9 in total at a distorted geometry (the ωB97M-V functional and the def2-TZVPD basis, the OMol25 dataset).

Output
F_max = 4.94 eV Å⁻¹
SMILES string = COP(=O)(OC)OC.COP(=O)(OC)OC.COP(=O)(OC)OC.COP(=O)(OC)OC.COP(=O)(OC)OC.COP(=O)(OC)OC.COP(=O)(OC)OC.COP(=O)(OC)OC.COP(=O)(OC)OC
molar mass = 1260.67 g mol⁻¹
energy relative to the best compared isomer or geometry (same formula, charge and spin) = 973.8 kJ/mol

Atoms and positions in Å:
C  3.378  -21.669  24.509
O  3.405  -20.909  23.258
P  4.092  -19.402  23.288
O  3.414  -18.347  24.071
O  5.727  -19.560  23.486
C  6.334  -19.657  24.778
O  4.044  -18.989  21.734
C  2.863  -18.640  20.982
H  3.907  -21.153  25.310
H  3.987  -22.572  24.457
H  2.356  -21.902  24.808
H  5.657  -19.842  25.612
H  6.998  -18.868  25.131
H  6.984  -20.527  24.874
H  2.133  -18.104  21.588
H  2.397  -19.531  20.562
H  3.269  -17.838  20.365
C  -2.462  -15.873  13.514
O  -1.169  -16.152  13.137
P  -0.095  -17.287  13.556
O  -0.268  -18.136  14.779
O  1.289  -16.472  13.666
C  1.576  -15.383  14.475
O  0.049  -18.124  12.168
C  0.359  -19.526  12.165
H  -2.525  -14.873  13.942
H  -2.806  -16.743  14.074
H  -3.141  -15.873  12.662
H  2.629  -15.376  14.759
H  0.984  -15.244  15.380
H  1.481  -14.545  13.784
H  -0.291  -20.176  11.579
H  0.326  -19.791  13.221
H  1.403  -19.659  11.881
C  -10.128  -21.293  16.720
O  -10.822  -22.487  17.004
P  -10.000  -23.871  17.297
O  -10.652  -25.033  17.814
O  -8.757  -23.519  18.239
C  -9.018  -23.465  19.655
O  -9.306  -24.025  15.799
C  -8.034  -24.583  15.702
H  -10.366  -20.934  15.719
H  -9.080  -21.585  16.648
H  -10.242  -20.613  17.564
H  -8.341  -24.199  20.093
H  -10.063  -23.693  19.865
H  -8.640  -22.541  20.092
H  -7.471  -24.645  16.634
H  -7.495  -24.066  14.909
H  -8.146  -25.520  15.157
C  -3.707  -20.326  19.643
O  -4.293  -21.249  20.629
P  -3.278  -21.843  21.756
O  -2.240  -22.753  21.218
O  -2.557  -20.622  22.490
C  -3.247  -19.376  22.689
O  -4.160  -22.506  22.937
C  -3.744  -23.569  23.739
H  -4.048  -20.588  18.641
H  -2.633  -20.435  19.496
H  -3.989  -19.273  19.664
H  -2.661  -18.519  22.356
H  -3.372  -19.208  23.758
H  -4.232  -19.229  22.245
H  -3.155  -24.197  23.072
H  -4.678  -24.017  24.079
H  -3.149  -23.300  24.612
C  -8.404  -10.004  19.591
O  -8.703  -11.133  18.799
P  -7.746  -12.437  18.892
O  -6.595  -12.498  17.933
O  -7.324  -12.428  20.488
C  -6.577  -13.470  20.967
O  -8.847  -13.667  18.927
C  -9.941  -13.575  17.927
H  -9.143  -9.651  20.311
H  -8.246  -9.290  18.783
H  -7.475  -10.142  20.146
H  -6.681  -14.403  20.413
H  -7.154  -13.651  21.873
H  -5.632  -13.046  21.305
H  -10.535  -14.474  18.091
H  -9.558  -13.691  16.913
H  -10.537  -12.669  17.822
C  -0.076  -25.128  29.248
O  -0.382  -23.833  28.693
P  -1.482  -22.885  29.458
O  -2.731  -23.535  29.888
O  -0.673  -22.345  30.742
C  -0.820  -23.143  31.923
O  -1.740  -21.651  28.396
C  -0.656  -20.694  28.067
H  0.081  -25.972  28.577
H  -0.568  -25.429  30.173
H  0.862  -24.893  29.753
H  -1.426  -24.046  31.850
H  -1.174  -22.384  32.621
H  0.192  -23.495  32.126
H  -0.584  -20.616  26.982
H  0.278  -21.028  28.519
H  -0.909  -19.755  28.559
C  -11.055  -18.998  9.864
O  -10.629  -18.604  11.136
P  -9.102  -18.190  11.463
O  -8.960  -17.374  12.763
O  -8.424  -19.610  11.742
C  -7.192  -19.544  12.471
O  -8.427  -17.489  10.164
C  -8.359  -16.135  10.053
H  -11.912  -18.354  9.667
H  -11.403  -20.014  9.678
H  -10.420  -18.806  8.999
H  -7.229  -19.451  13.557
H  -6.532  -18.850  11.951
H  -6.791  -20.554  12.384
H  -8.641  -15.690  9.099
H  -7.296  -15.900  10.117
H  -8.626  -15.543  10.928
C  -9.439  -20.299  25.297
O  -10.306  -20.307  24.213
P  -10.889  -18.881  23.645
O  -9.853  -17.852  23.248
O  -11.780  -19.352  22.368
C  -12.778  -18.469  21.876
O  -11.912  -18.348  24.858
C  -11.361  -17.869  26.053
H  -8.510  -20.745  24.942
H  -9.910  -20.900  26.075
H  -9.279  -19.222  25.335
H  -13.478  -18.447  22.711
H  -13.285  -18.723  20.945
H  -12.332  -17.478  21.793
H  -12.037  -17.256  26.648
H  -10.461  -17.277  25.887
H  -11.191  -18.665  26.779
C  -4.162  -29.875  27.780
O  -3.368  -30.632  28.729
P  -4.110  -31.601  29.789
O  -4.452  -32.937  29.283
O  -3.238  -31.580  31.151
C  -3.027  -32.721  31.927
O  -5.400  -30.734  30.297
C  -6.563  -31.433  30.778
H  -3.824  -29.758  26.750
H  -4.185  -28.863  28.182
H  -5.227  -30.106  27.757
H  -3.201  -32.580  32.994
H  -1.966  -32.966  31.985
H  -3.443  -33.679  31.617
H  -6.429  -32.510  30.883
H  -7.401  -31.232  30.111
H  -6.820  -30.893  31.689


Entry 2:
# C27H83N19O12Rb

A structure of composition C27H83N19O12Rb at a distorted geometry (the ωB97M-V functional and the def2-TZVPD basis, the OMol25 dataset).

Output
F_max = 5.98 eV Å⁻¹
net charge = +1
molar mass = 951.55 g mol⁻¹
energy relative to the best compared isomer or geometry (same formula, charge and spin) = 0.0 kJ/mol

Atoms and positions in Å:
Rb  0.208  -0.868  -0.578
C  2.739  -0.640  -4.517
C  1.834  -1.824  -4.109
C  1.831  -3.023  -5.057
O  3.188  -3.591  -5.108
C  3.318  -4.636  -6.093
N  2.243  -2.102  -2.693
H  2.650  0.257  -3.904
H  2.482  -0.258  -5.505
H  3.774  -0.872  -4.767
H  0.818  -1.473  -3.932
H  1.512  -2.738  -6.060
H  1.159  -3.822  -4.741
H  4.323  -5.051  -6.019
H  2.894  -4.497  -7.087
H  2.631  -5.397  -5.722
H  2.402  -1.199  -2.270
H  3.156  -2.525  -2.785
C  2.594  2.669  -1.055
C  2.932  4.157  -0.800
C  2.161  5.038  -1.843
O  2.454  4.668  -3.154
C  2.004  5.520  -4.150
N  2.631  4.444  0.582
H  2.827  2.329  -2.064
H  1.542  2.404  -0.951
H  3.184  2.073  -0.358
H  3.998  4.316  -0.967
H  2.440  6.091  -1.819
H  1.084  5.054  -1.675
H  1.019  5.931  -3.928
H  1.933  4.993  -5.102
H  2.758  6.303  -4.075
H  2.834  5.429  0.671
H  1.627  4.434  0.687
C  -0.046  4.098  4.516
C  0.212  4.385  3.051
C  -1.041  4.783  2.172
O  -0.802  4.639  0.735
C  -0.759  3.320  0.289
N  1.164  5.505  3.128
H  0.702  3.586  5.121
H  -0.961  3.538  4.712
H  -0.348  4.985  5.073
H  0.686  3.489  2.650
H  -1.459  5.737  2.494
H  -1.879  4.137  2.433
H  -0.554  3.419  -0.777
H  -1.688  2.750  0.291
H  0.079  2.828  0.782
H  0.592  6.276  3.444
H  1.539  5.826  2.247
C  2.289  -4.117  1.457
C  0.792  -4.503  1.275
C  -0.113  -4.325  2.504
O  -1.400  -4.913  2.414
C  -2.179  -4.743  3.621
N  0.202  -3.713  0.217
H  2.772  -4.736  2.213
H  2.361  -3.105  1.855
H  2.899  -4.111  0.553
H  0.660  -5.519  0.901
H  -0.219  -3.284  2.809
H  0.499  -4.778  3.284
H  -3.120  -5.287  3.548
H  -2.475  -3.707  3.784
H  -1.590  -5.172  4.432
H  -0.774  -3.891  0.405
H  0.307  -4.216  -0.653
C  -3.641  0.852  -0.771
C  -5.048  1.276  -1.189
C  -6.057  0.150  -0.984
O  -7.332  0.652  -1.450
C  -8.455  -0.291  -1.207
N  -5.293  2.395  -0.281
H  -3.283  -0.016  -1.324
H  -3.600  0.604  0.290
H  -2.998  1.723  -0.904
H  -5.183  1.668  -2.197
H  -6.142  -0.250  0.026
H  -5.645  -0.684  -1.554
H  -8.231  -1.216  -1.738
H  -9.338  0.133  -1.686
H  -8.661  -0.468  -0.151
H  -5.106  2.014  0.635
H  -6.271  2.632  -0.198
C  -2.490  -2.320  -3.508
O  -1.749  -1.706  -2.806
N  -3.408  -1.856  -4.300
N  -2.440  -3.626  -3.581
H  -4.028  -2.551  -4.693
H  -3.639  -0.889  -4.476
H  -2.811  -4.201  -4.324
H  -1.556  -3.879  -3.163
C  -3.516  -2.536  0.734
O  -2.468  -1.942  0.825
N  -4.477  -2.584  1.623
N  -3.933  -3.213  -0.292
H  -4.360  -2.065  2.481
H  -5.308  -3.139  1.476
H  -3.382  -2.914  -1.084
H  -4.865  -3.597  -0.356
C  3.261  2.025  3.301
O  3.446  1.134  4.078
N  2.794  1.891  2.090
N  3.412  3.250  3.594
H  2.622  0.938  1.804
H  2.573  2.681  1.501
H  3.187  3.908  2.862
H  3.636  3.532  4.537
C  4.318  -0.950  0.762
O  3.402  -0.433  0.138
N  4.456  -0.928  2.054
N  5.250  -1.723  0.228
H  3.950  -0.224  2.572
H  5.204  -1.452  2.485
H  5.881  -2.226  0.836
H  5.337  -1.629  -0.774
C  2.299  -2.822  5.619
O  1.243  -2.834  6.159
N  3.437  -2.649  6.266
N  2.522  -2.909  4.305
H  4.339  -2.712  5.816
H  3.368  -2.594  7.272
H  3.447  -2.692  3.962
H  1.749  -2.981  3.659
C  -0.405  1.648  -3.381
O  0.270  1.055  -2.524
N  -1.435  1.092  -3.963
N  -0.087  2.859  -3.798
H  -2.120  1.773  -4.259
H  -1.745  0.160  -3.730
H  0.874  3.026  -3.536
H  -0.605  3.237  -4.579
C  -0.321  -0.101  3.115
O  0.280  0.018  2.066
N  -1.398  -0.805  3.245
N  0.065  0.401  4.275
H  -1.894  -0.743  4.123
H  -1.904  -1.341  2.554
H  0.944  0.895  4.228
H  -0.465  0.294  5.128


Entry 3:
# C28H108O26

A cluster of 26 separate species, C28H108O26 in total at a distorted geometry (the ωB97M-V functional and the def2-TZVPD basis, the OMol25 dataset).

Output
F_max = 2.82 eV Å⁻¹
electronic energy = -84014.321 eV
molar mass = 861.15 g mol⁻¹

Atoms and positions in Å:
C  1.760  -3.791  1.697
O  2.795  -3.168  0.872
H  2.157  -4.464  2.456
H  1.060  -3.053  2.089
H  1.114  -4.345  1.016
H  3.305  -2.547  1.397
C  -2.120  -3.323  1.840
O  -1.309  -4.411  2.248
H  -1.524  -2.413  1.915
H  -2.450  -3.504  0.818
H  -2.944  -3.264  2.551
H  -0.860  -4.244  3.080
C  -4.456  -2.258  4.679
O  -4.510  -0.940  4.218
H  -3.418  -2.435  4.962
H  -5.023  -2.449  5.591
H  -4.684  -2.978  3.893
H  -4.006  -0.900  3.402
C  4.441  -5.415  -1.144
O  3.614  -4.350  -1.510
H  4.810  -6.002  -1.985
H  5.325  -5.018  -0.644
H  3.839  -6.078  -0.523
H  3.343  -3.933  -0.689
C  -0.038  4.420  -0.101
O  0.468  4.046  1.182
H  -1.039  4.819  0.062
H  0.559  5.217  -0.545
H  -0.156  3.593  -0.801
H  0.762  4.906  1.490
C  -5.315  -2.395  -0.561
O  -6.438  -1.670  -0.108
H  -5.654  -3.128  -1.293
H  -4.570  -1.788  -1.076
H  -4.804  -2.845  0.289
H  -6.441  -0.882  -0.656
C  1.141  -0.316  -5.209
O  1.701  -0.942  -6.327
H  0.378  0.423  -5.454
H  0.650  -1.052  -4.572
H  1.888  0.203  -4.609
H  2.470  -1.477  -6.121
C  -0.025  -2.114  4.479
O  0.020  -3.561  4.606
H  0.928  -1.775  4.073
H  -0.891  -1.913  3.848
H  -0.151  -1.723  5.488
H  0.925  -3.741  4.871
C  -7.247  1.329  -1.553
O  -6.028  0.713  -1.435
H  -7.405  2.170  -0.878
H  -7.360  1.671  -2.582
H  -8.087  0.678  -1.309
H  -5.322  1.306  -1.702
C  0.062  1.445  4.398
O  0.349  0.939  5.672
H  -0.366  2.447  4.436
H  0.934  1.552  3.753
H  -0.655  0.810  3.877
H  -0.414  1.081  6.236
C  -3.975  0.279  1.390
O  -2.768  -0.012  2.062
H  -3.894  0.411  0.311
H  -4.686  -0.540  1.487
H  -4.466  1.209  1.677
H  -2.274  0.800  2.192
C  3.884  0.776  5.997
O  2.957  -0.092  5.400
H  3.704  0.894  7.065
H  4.930  0.483  5.905
H  3.739  1.754  5.538
H  2.072  0.190  5.639
C  3.577  -0.821  -2.142
O  3.154  0.511  -1.911
H  4.270  -0.820  -2.983
H  4.045  -1.370  -1.325
H  2.767  -1.498  -2.414
H  2.248  0.546  -1.596
C  4.280  2.444  0.884
O  5.399  3.344  0.838
H  3.795  2.445  1.860
H  3.488  2.678  0.172
H  4.560  1.402  0.730
H  6.015  3.170  0.122
C  -2.567  0.485  6.334
O  -1.786  1.277  7.194
H  -2.166  -0.338  5.742
H  -3.365  0.027  6.919
H  -3.075  1.164  5.650
H  -2.394  1.884  7.622
C  -1.767  6.683  -2.429
O  -1.078  7.694  -1.635
H  -1.417  6.737  -3.460
H  -1.451  5.702  -2.075
H  -2.851  6.761  -2.514
H  -1.659  8.250  -1.110
C  -0.134  -3.132  -1.157
O  -0.436  -2.191  -2.162
H  -0.632  -4.090  -1.309
H  0.949  -3.202  -1.058
H  -0.520  -2.763  -0.207
H  -1.332  -2.406  -2.432
C  -1.497  -3.485  -6.464
O  -0.301  -4.290  -6.621
H  -1.351  -2.801  -5.628
H  -1.597  -2.838  -7.336
H  -2.456  -3.998  -6.403
H  -0.395  -4.959  -5.939
C  0.521  3.081  -3.295
O  -0.578  2.241  -3.120
H  0.098  4.077  -3.431
H  1.184  3.040  -2.431
H  1.102  2.781  -4.166
H  -0.215  1.495  -2.639
C  -3.274  2.947  -1.209
O  -4.224  2.623  -2.229
H  -2.481  2.216  -1.051
H  -2.850  3.930  -1.419
H  -3.794  3.009  -0.253
H  -3.727  2.661  -3.049
C  7.575  2.622  -2.688
C  6.390  1.673  -3.036
O  5.227  2.243  -2.443
H  8.469  1.997  -2.703
H  7.531  3.118  -1.718
H  7.744  3.448  -3.378
H  6.587  0.712  -2.562
H  6.258  1.504  -4.105
H  4.568  1.581  -2.219
C  -2.845  -0.577  -3.471
C  -3.560  -1.814  -3.795
O  -2.940  -2.988  -3.329
H  -3.318  0.278  -3.955
H  -1.788  -0.536  -3.734
H  -2.898  -0.437  -2.391
H  -3.641  -1.895  -4.879
H  -4.589  -1.701  -3.456
H  -3.551  -3.723  -3.422
C  5.771  -1.463  1.836
C  5.075  -0.675  2.983
O  3.688  -1.044  2.941
H  6.849  -1.350  1.728
H  5.391  -1.221  0.844
H  5.602  -2.525  2.017
H  5.246  0.401  2.949
H  5.566  -0.983  3.906
H  3.326  -0.615  3.720
C  1.259  -0.116  0.809
C  0.203  0.508  -0.147
O  0.516  0.273  -1.529
H  0.882  -0.019  1.827
H  2.201  0.422  0.707
H  1.435  -1.158  0.542
H  0.265  1.584  0.020
H  -0.811  0.227  0.136
H  0.276  -0.628  -1.760
O  -2.716  2.762  -4.744
H  -2.396  3.426  -5.355
H  -1.927  2.429  -4.316
O  -1.810  2.492  1.995
H  -2.458  3.156  2.231
H  -1.041  2.994  1.726


> What is the formula in the first record?

C27H81O36P9


> Which of these has the highest molar mass?

C27H81O36P9